Here is C3H13BO6SSi2 as an isolated structure from the Open Molecules 2025 dataset. Energies are from ωB97M-V with the def2-TZVPD basis set.

The calculation puts the HOMO-LUMO gap at 10.43 eV. The calculation puts the LUMO energy at 0.16 eV. The net charge is 0.

Cartesian coordinates (Å):
S1 -1.973 -1.432 2.507
Si1 0.109 1.758 -2.465
Si2 0.874 -0.934 -1.862
O1 -2.478 -2.629 3.211
O2 -2.093 -0.205 3.326
O3 -2.773 -1.157 1.108
O4 2.361 2.588 -0.768
O5 1.155 0.450 -2.808
O6 0.325 3.827 -0.307
C1 -0.202 -1.720 2.126
C2 0.582 -0.580 -0.021
C3 0.087 -1.932 0.612
B1 0.989 2.842 -1.045
H1 -1.243 1.335 -2.070
H2 -0.208 0.153 0.195
H3 -0.220 -1.788 -2.373
H4 2.893 3.196 -1.275
H5 2.095 -1.766 -1.944
H6 1.528 -0.322 0.476
H7 0.195 -2.513 2.765
H8 0.078 2.613 -3.672
H9 -0.821 -2.267 0.092
H10 0.992 4.437 0.004
H11 -3.393 -0.453 1.324
H12 0.301 -0.793 2.428
H13 0.840 -2.710 0.437